This record from the Open Molecules 2025 dataset describes an isolated molecule of C6H6O2 at a distorted geometry. The level of theory is ωB97M-V/def2-TZVPD.

Geometry as XYZ:
```
14
Properties=species:S:1:pos:R:3:forces:R:3
O -0.91558 -3.01549 1.40771 -0.830 7.037 -5.065
C -1.04325 -1.92128 0.59080 -0.524 -4.843 2.770
C -0.11862 -0.77001 0.41835 2.152 1.796 -1.123
C 0.71048 0.09539 1.16567 -3.271 -3.587 0.351
C 1.11132 1.18132 0.07264 0.801 -3.004 0.432
C -0.17299 1.48598 -0.61127 -1.301 -2.650 -2.056
C 0.06254 -0.13747 -1.12613 0.957 -0.595 2.208
O 1.62368 0.18755 -1.07268 -3.902 1.720 1.750
H -2.00057 -1.78362 -0.20575 2.279 -0.826 2.227
H 0.71816 -0.22072 2.35009 0.659 1.820 -3.064
H 1.74076 1.95147 0.46071 0.856 0.340 -0.401
H -1.07174 1.69938 -0.06603 -0.262 -0.669 1.139
H -0.34247 2.18605 -1.39565 1.426 0.619 -1.099
H -0.30174 -0.93855 -1.98847 0.960 2.842 1.931
```
Forces are in eV/Å.

Values from the calculation:
Energy above the lowest of the compared OMol25 structures with the same formula, charge and spin = 599.76 kJ/mol
HOMO = -0.3554 Eh
Molar mass = 110.112 g mol⁻¹
Total charge = 0
SMILES string = O=CC1=C[C@@H]2C[C@H]1O2
Energy = -382.457303 a.u.
Max |F| = 0.1694 hartree/bohr

---

This record from the Open Molecules 2025 dataset describes a structure of composition C6H6O2 at a distorted geometry. The level of theory is ωB97M-V/def2-TZVPD.

Geometry as XYZ:
```
14
Properties=species:S:1:pos:R:3:forces:R:3
C 2.34024 -0.97684 0.08433 -0.462 0.833 -2.483
C 1.04095 -0.22139 -0.05492 1.762 -1.468 0.615
C -0.06606 1.68966 0.00875 -2.762 -0.705 0.098
C -0.99658 0.67904 -0.09747 1.172 1.741 0.093
C -2.21948 -0.17869 0.05682 0.105 -0.479 -0.331
C -0.26208 -0.50464 -0.11062 0.146 0.803 0.017
H 2.87968 -0.86681 -0.88472 -0.317 -0.241 0.274
H 2.10131 -2.03016 0.15011 0.377 -0.166 0.688
H 3.05533 -0.51031 0.74542 -0.259 -0.361 0.935
H -0.17541 2.72293 0.25620 0.364 0.389 -0.276
H -2.70271 -0.10927 1.03040 -0.217 -0.102 -0.213
H -2.89424 -0.25033 -0.81027 0.087 0.141 0.548
O 1.13807 1.12821 -0.00767 1.241 0.854 0.028
O -1.29881 -1.36308 0.03161 -1.239 -1.240 0.008
```
Forces are in eV/Å.

Values from the calculation:
Energy above the lowest of the compared OMol25 structures with the same formula, charge and spin = 265.21 kJ/mol
HOMO = -0.2986 Eh
Molar mass = 110.112 g mol⁻¹
Total charge = 0
Energy = -382.584727 a.u.
Max |F| = 0.0555 hartree/bohr

---

This record from the Open Molecules 2025 dataset describes an isolated molecule of C6H6O3 at a distorted geometry. The level of theory is ωB97M-V/def2-TZVPD.

Geometry as XYZ:
```
15
Properties=species:S:1:pos:R:3:forces:R:3
C -2.25430 0.48021 0.07176 3.487 1.426 -0.330
C -1.76272 -0.77574 -0.05667 -0.875 0.769 0.394
C -1.11064 1.33624 -0.04204 -6.701 2.328 0.490
C -0.04339 0.50895 -0.12363 9.256 -0.439 -0.308
C 1.60899 0.82590 0.00154 -4.241 -3.928 -0.381
C 2.23692 -0.56302 -0.03206 1.612 -1.875 -0.239
O 2.09985 1.90460 -0.04942 0.590 1.642 0.091
O -0.42993 -0.76904 -0.18236 2.405 -0.730 -0.357
O -1.08577 2.69881 -0.04354 -0.942 -0.859 1.369
H -3.23165 0.67443 0.21910 -2.989 1.028 0.307
H -2.16650 -1.70027 -0.16995 -1.460 -2.273 -0.098
H 3.31575 -0.66328 -0.32414 -0.797 1.038 -0.211
H 1.69180 -1.23886 -0.77554 0.616 0.898 1.304
H 2.35118 -1.09917 0.96596 -1.048 0.762 -0.902
H -1.85134 2.92162 0.55658 1.090 0.215 -1.127
```
Forces are in eV/Å.

Values from the calculation:
Multiplicity = 3
Energy above the lowest of the compared OMol25 structures with the same formula, charge and spin = 0.00 kJ/mol
HOMO (alpha / beta) = -0.1812 / -0.3434 Eh
Molar mass = 126.111 g mol⁻¹
Total charge = 0
Energy = -457.737330 a.u.
Max |F| = 0.1803 hartree/bohr